Record 1
8
Properties=species:S:1:pos:R:3:forces:R:3:nbo_charge:R:1 method="wB97M-V/def2-TZVPD" energy_ev=-6233.636 orbital_gap_ev=11.49 multiplicity=1 fmax_ev_per_a=2.8 lumo_ev=0.832 smiles="CC(=O)O" homo_ev=-10.6634
C -0.455545 0.070582 -0.930818 0.54 -0.34 2.77 -0.71
C 0.342335 -0.031648 0.349851 -1.27 -1.28 0.83 0.78
O 1.323138 -0.707661 0.455704 1.61 -0.38 -0.80 -0.61
O -0.144433 0.429725 1.558381 0.70 0.27 -1.58 -0.68
H -1.024124 0.948320 -0.774683 -0.94 0.83 -0.98 0.24
H -1.015689 -0.851339 -0.976321 -0.59 -0.03 0.01 0.25
H 0.285105 0.006498 -1.667419 0.68 0.56 -1.48 0.25
H 0.689214 0.135524 1.985306 -0.73 0.35 1.23 0.50

=====

Record 2
9
Properties=species:S:1:pos:R:3:forces:R:3:nbo_charge:R:1 method="wB97M-V/def2-TZVPD" energy_ev=-15524.215 orbital_gap_ev=8.65 charge=-1 multiplicity=1 fmax_ev_per_a=4.2 lumo_ev=4.234 smiles="C=C[P@@H](=O)[O-]" homo_ev=-4.4186
C -1.343976 0.397784 -0.486059 0.88 0.70 0.88 -0.39
C -0.578189 -0.582452 0.113466 -1.66 3.09 -2.37 -0.60
P 1.143602 -0.149457 0.303230 2.90 0.31 -0.51 2.00
O 1.933927 -1.433068 0.179733 -0.71 0.24 0.11 -1.18
O 1.583541 1.072242 -0.470146 -0.80 -0.37 -0.21 -1.19
H -2.394739 0.561225 -0.852514 0.80 -1.39 0.52 0.18
H -0.840915 1.411186 -0.585484 -0.21 -1.40 0.16 0.21
H -0.737792 -1.619683 0.203020 -0.92 -1.04 0.27 0.21
H 1.234537 0.342222 1.594758 -0.28 -0.13 1.15 -0.24

=====

Record 3
9
Properties=species:S:1:pos:R:3:forces:R:3:nbo_charge:R:1 method="wB97M-V/def2-TZVPD" energy_ev=-15524.292 orbital_gap_ev=8.73 charge=-1 multiplicity=1 fmax_ev_per_a=4.2 lumo_ev=4.326 smiles="C=C[P@@H](=O)[O-]" homo_ev=-4.4026
C 1.361841 0.448702 0.310553 2.77 0.45 -0.59 -0.42
C 0.109546 0.671481 0.482639 -3.28 -2.49 -0.87 -0.54
P -0.978518 -0.543608 -0.492457 -1.02 1.18 -1.65 1.98
O -2.312792 0.037023 -0.884518 0.33 0.69 0.20 -1.20
O -0.169608 -1.208993 -1.575114 0.45 0.16 0.89 -1.18
H 2.052693 1.163894 0.773131 0.51 -0.79 0.02 0.16
H 1.621890 -0.358010 -0.399913 0.42 0.82 0.24 0.24
H -0.309164 1.188394 1.302725 -0.42 1.26 0.43 0.19
H -1.375888 -1.398883 0.482955 0.25 -1.28 1.32 -0.23

=====

Record 4
9
Properties=species:S:1:pos:R:3:forces:R:3:nbo_charge:R:1 method="wB97M-V/def2-TZVPD" energy_ev=-17065.321 orbital_gap_ev="8.87 / 8.86" multiplicity=1 fmax_ev_per_a=6.5 lumo_ev="-0.588 / -0.589" homo_ev="-9.4532 / -9.4523"
C 0.191299 -0.076710 0.017439 1.75 1.75 -4.14 0.02
C -0.980147 -0.354979 0.830873 -3.96 1.29 -5.00 -0.71
O 2.584922 -0.177810 -1.130470 -0.83 -0.48 1.02 -0.90
O -0.107021 1.144261 -1.271856 -1.47 -4.44 4.25 -0.71
S 1.729889 -0.780424 -0.058800 -1.72 1.73 -0.73 1.08
H -1.514146 0.626709 0.896753 0.43 -0.74 0.41 0.27
H -0.837929 -0.784027 1.717279 0.96 -1.57 3.66 0.24
H -1.836387 -1.037167 0.270737 2.37 1.51 0.99 0.25
H 0.769520 1.440145 -1.271956 2.48 0.95 -0.47 0.47